# 1
ORCA calculation (ωB97M-V/def2-TZVPD) on a 2-piece molecular cluster, C5H15NO2 overall.

Atoms and positions in Å:
C (-1.152, 0.256, -1.778)
C (-2.582, 0.047, -1.285)
C (-0.333, 0.753, -0.638)
N (1.068, 0.803, -0.938)
C (2.076, 1.077, 0.076)
C (1.698, 0.729, 1.488)
O (1.529, -0.669, 1.650)
H (-1.150, 0.865, -2.685)
H (-0.752, -0.722, -2.051)
H (-2.575, -0.746, -0.552)
H (-2.974, 0.940, -0.807)
H (-3.208, -0.280, -2.099)
H (-0.651, 1.735, -0.247)
H (-0.467, 0.084, 0.203)
H (1.272, 1.382, -1.751)
H (2.896, 0.376, -0.172)
H (2.442, 2.089, -0.070)
H (2.392, 1.149, 2.212)
H (0.722, 1.146, 1.731)
H (1.961, -1.176, 0.956)
H (-0.003, -3.592, 2.416)
H (-1.461, -2.966, 2.451)
O (-0.749, -3.279, 1.892)

Properties
Energy relative to the best compared isomer or geometry (same formula, charge and spin) in kcal per mole: 36.5
Kohn-Sham gap (alpha / beta) in eV: 10.81 / 6.11
Multiplicity: 2
Total charge: +1
Max |F| in eV/Å: 2.82
⟨S²⟩: 0.754

natural (NBO) population analysis, charges in e, atoms 1 to 2:
1 C -0.423
2 C -0.598

***

# 2
ORCA calculation (ωB97M-V/def2-TZVPD) on C19H54F3O12SSn2 as an isolated structure.

Atoms and positions in Å:
Sn (-2.844, -3.690, -2.312)
Sn (0.444, -3.465, 3.990)
C (-0.394, -0.104, 0.335)
F (-1.725, -0.219, 0.610)
F (-0.206, 0.623, -0.798)
F (0.144, 0.542, 1.369)
S (0.259, -1.909, 0.062)
O (1.710, -1.846, -0.242)
O (0.119, -2.606, 1.315)
O (-0.539, -2.466, -1.046)
C (0.151, 4.085, -0.884)
C (-0.984, 3.685, 0.060)
O (-1.848, 4.761, 0.197)
H (-0.108, 4.558, -1.831)
H (0.908, 3.340, -1.130)
H (0.860, 4.785, -0.442)
H (-0.632, 3.423, 1.058)
H (-1.556, 2.817, -0.265)
H (-2.069, 5.148, -0.653)
C (4.020, -2.874, -2.784)
C (3.271, -1.735, -3.358)
O (1.950, -2.130, -3.172)
H (3.762, -3.087, -1.747)
H (5.110, -2.880, -2.780)
H (3.744, -3.775, -3.333)
H (3.552, -1.490, -4.382)
H (3.470, -0.868, -2.728)
H (1.740, -2.296, -2.250)
C (0.624, -3.044, -6.215)
C (-0.579, -2.264, -5.675)
O (-0.724, -2.489, -4.273)
H (0.704, -2.792, -7.272)
H (0.335, -4.089, -6.102)
H (1.585, -2.970, -5.707)
H (-1.517, -2.612, -6.107)
H (-0.534, -1.184, -5.814)
H (0.158, -2.330, -3.928)
C (0.886, 1.586, 5.130)
C (1.308, 0.165, 5.049)
O (0.549, -0.443, 4.022)
H (1.413, 2.074, 5.950)
H (-0.109, 1.715, 5.555)
H (1.104, 2.174, 4.238)
H (1.186, -0.371, 5.990)
H (2.351, 0.082, 4.745)
H (0.319, 0.181, 3.330)
C (3.502, 1.685, -0.401)
C (3.370, 2.881, 0.609)
O (3.597, 2.266, 1.902)
H (2.754, 0.902, -0.276)
H (4.504, 1.266, -0.493)
H (3.431, 2.057, -1.424)
H (2.463, 3.485, 0.646)
H (4.117, 3.634, 0.358)
H (4.163, 1.510, 1.733)
C (-4.246, 1.979, 1.147)
C (-5.423, 2.368, 0.287)
O (-5.914, 1.168, -0.281)
H (-4.366, 1.152, 1.846)
H (-3.901, 2.832, 1.731)
H (-3.369, 1.684, 0.570)
H (-4.963, 3.043, -0.435)
H (-6.070, 2.998, 0.898)
H (-6.845, 1.376, -0.385)
C (-2.686, 0.080, 3.858)
C (-3.210, -1.260, 3.507)
O (-2.487, -2.193, 4.207)
H (-1.789, 0.396, 3.326)
H (-2.308, 0.137, 4.878)
H (-3.456, 0.851, 3.839)
H (-3.271, -1.687, 2.505)
H (-4.236, -1.308, 3.873)
H (-3.105, -2.764, 4.668)
C (4.918, -1.801, 1.372)
C (3.773, -1.463, 2.344)
O (2.924, -2.586, 2.240)
H (5.573, -0.956, 1.587)
H (4.618, -1.838, 0.325)
H (5.438, -2.691, 1.725)
H (3.339, -0.526, 1.994)
H (4.197, -1.311, 3.336)
H (2.624, -2.675, 1.332)
C (-2.289, 0.421, -2.735)
C (-3.706, 0.017, -3.097)
O (-4.145, -0.763, -1.981)
H (-2.183, 1.219, -2.001)
H (-2.000, 0.929, -3.655)
H (-1.637, -0.432, -2.546)
H (-3.919, -0.422, -4.071)
H (-4.401, 0.853, -3.182)
H (-4.746, -0.229, -1.456)

Properties
Kohn-Sham gap in eV: 3.85
Multiplicity: 1
Total charge: +3
Max |F| in eV/Å: 4.20

Löwdin population analysis, charges in e, atoms 1 to 2:
1 Sn 1.810
2 Sn 1.801

***

# 3
ORCA calculation (ωB97M-V/def2-TZVPD) on C23H37FMgO2 as an isolated structure.

Atoms and positions in Å:
C (5.134, 0.621, 2.705)
C (4.162, 0.568, 1.542)
C (4.479, 1.612, 0.455)
C (4.044, 1.184, -0.951)
C (2.565, 0.852, -1.018)
C (1.595, 2.007, -1.181)
C (0.192, 1.567, -0.781)
C (-0.934, 2.521, -1.198)
C (-1.972, 2.646, -0.084)
C (-3.346, 3.158, -0.543)
C (-4.458, 2.119, -0.416)
C (-4.606, 1.630, 1.033)
C (-4.752, 0.109, 1.208)
C (-3.515, -0.576, 1.841)
C (-2.766, -1.465, 0.891)
C (-2.528, -1.120, -0.380)
C (-1.866, -2.084, -1.286)
O (-2.128, -2.194, -2.483)
C (-0.845, -2.982, -0.640)
C (0.275, -3.381, -1.543)
C (1.415, -4.167, -0.902)
C (2.710, -3.368, -1.098)
F (1.613, -5.347, -1.543)
C (-1.062, -3.330, 0.631)
C (-2.277, -2.804, 1.346)
O (-2.819, -3.454, 2.243)
H (5.256, 1.641, 3.030)
H (6.103, 0.244, 2.402)
H (4.799, 0.000, 3.523)
H (3.157, 0.729, 1.942)
H (4.204, -0.487, 1.110)
H (5.557, 1.715, 0.460)
H (4.067, 2.569, 0.742)
H (4.680, 0.352, -1.250)
H (4.223, 1.977, -1.664)
H (2.356, 0.166, -1.845)
H (2.238, 0.348, -0.083)
H (1.635, 2.353, -2.206)
H (1.924, 2.825, -0.549)
H (0.013, 0.596, -1.253)
H (0.161, 1.393, 0.296)
H (-0.535, 3.490, -1.462)
H (-1.421, 2.075, -2.059)
H (-2.045, 1.711, 0.462)
H (-1.575, 3.361, 0.633)
H (-3.265, 3.543, -1.553)
H (-3.632, 3.983, 0.095)
H (-5.373, 2.625, -0.694)
H (-4.343, 1.308, -1.129)
H (-5.503, 2.083, 1.433)
H (-3.802, 1.989, 1.663)
H (-5.570, -0.064, 1.894)
H (-5.033, -0.377, 0.284)
H (-2.839, 0.206, 2.172)
H (-3.814, -1.148, 2.706)
H (-2.836, -0.181, -0.806)
H (0.673, -2.452, -1.955)
H (-0.104, -3.912, -2.408)
H (1.293, -4.325, 0.166)
H (2.456, -2.318, -0.825)
H (3.535, -3.718, -0.483)
H (2.968, -3.314, -2.148)
H (-0.425, -4.019, 1.161)
Mg (2.510, -1.286, 0.350)

Properties
Kohn-Sham gap in eV: 5.09
Multiplicity: 1
Total charge: +2
Max |F| in eV/Å: 2.46

natural (NBO) population analysis, charges in e, atoms 1 to 2:
1 C -0.611
2 C -0.360

***

# 4
ORCA calculation (ωB97M-V/def2-TZVPD) on C8H18N2PtS2 as an isolated structure.

Atoms and positions in Å:
Pt (-0.146, -0.088, -0.120)
N (1.956, -0.084, -0.205)
C (2.493, 0.407, -1.529)
C (3.055, 1.814, -1.417)
C (2.156, 2.825, -0.698)
C (0.687, 2.826, -1.111)
N (-0.174, 2.026, -0.165)
H (2.350, 0.484, 0.544)
H (2.323, -1.015, -0.024)
H (1.682, 0.359, -2.255)
H (3.265, -0.285, -1.860)
H (3.244, 2.160, -2.435)
H (4.028, 1.789, -0.923)
H (2.563, 3.818, -0.886)
H (2.222, 2.715, 0.391)
H (0.538, 2.428, -2.114)
H (0.294, 3.842, -1.099)
H (-1.134, 2.334, -0.311)
H (0.042, 2.342, 0.782)
C (-4.265, -2.121, 0.128)
C (-2.829, -1.753, 0.041)
S (-2.406, -0.178, -0.044)
C (-1.781, -2.798, 0.014)
C (-2.124, -4.247, 0.076)
S (-0.213, -2.354, -0.112)
H (-4.906, -1.244, 0.109)
H (-4.446, -2.676, 1.053)
H (-4.532, -2.781, -0.702)
H (-3.175, -4.415, 0.290)
H (-1.522, -4.746, 0.837)
H (-1.885, -4.722, -0.879)

Properties
Energy relative to the best compared isomer or geometry (same formula, charge and spin) in kcal per mole: 0.0
Kohn-Sham gap in eV: 7.49
Multiplicity: 1
Total charge: +2
Max |F| in eV/Å: 0.20

natural (NBO) population analysis, charges in e, atoms 1 to 2:
1 Pt 0.547
2 N -0.809